# 1
Below is the molecule C4H8O2Se in a non-equilibrium geometry, with properties calculated with ωB97M-V/def2-TZVPD.

Output
**LUMO energy**: 0.7 eV
**Spin multiplicity**: 1
**SMILES**: O[C@@H]1CC[Se][C@@H]1O
**Orbital gap**: 9.324 eV
**ΔE to the lowest compared entry with this formula, charge and spin**: 25.0 kcal/mol

```
15
Properties=species:S:1:pos:R:3:forces:R:3:lowdin_charge:R:1
O 1.502026 -1.470381 0.272289 -0.715 2.278 2.838 -0.025
C 0.790564 -0.425476 -0.359107 -2.408 -0.836 -1.707 -0.380
C 0.479102 0.765039 0.491836 1.279 0.561 -0.769 -0.290
C -0.480778 1.704412 -0.145794 -0.488 -1.877 -1.744 -0.403
Se -2.037517 0.468688 -0.528237 1.093 0.593 -0.295 0.981
C -0.701913 -0.977628 -0.703562 0.683 -0.344 -0.842 -0.586
O -0.963760 -2.020408 0.181984 -0.643 -0.377 -0.439 -0.089
H 1.261297 -1.167311 1.221995 1.299 -1.793 -1.755 0.132
H 1.330281 -0.142009 -1.255079 -0.064 0.048 -0.302 0.149
H 1.403873 1.265682 0.605863 1.136 0.749 0.821 0.117
H 0.088774 0.433508 1.410665 -0.424 -0.379 1.562 0.102
H -0.919312 2.373358 0.501784 -0.474 1.736 1.469 0.023
H -0.031361 2.197025 -1.014336 -0.474 -0.142 0.008 0.086
H -0.829265 -1.322434 -1.760150 0.370 -0.196 1.112 0.103
H -0.892013 -1.682070 1.079846 -0.169 -0.023 0.042 0.081
```
Positions in Å, forces in eV/Å.

# 2
Below is the molecule C6H12, with properties calculated with ωB97M-V/def2-TZVPD.

Output
**LUMO energy**: 1.3 eV
**Spin multiplicity**: 1
**SMILES**: CCCC1CC1
**Orbital gap**: 11.376 eV
**ΔE to the lowest compared entry with this formula, charge and spin**: 26.4 kcal/mol

```
18
Properties=species:S:1:pos:R:3:forces:R:3:lowdin_charge:R:1
C 1.574521 1.584966 0.644463 0.024 0.034 -0.049 -0.118
C 0.659219 0.700695 1.490199 -0.028 0.013 0.051 -0.272
C 0.155922 -0.552982 0.766816 -0.007 -0.055 0.023 -0.192
C -0.607111 -0.261748 -0.522596 0.034 0.131 0.092 -0.310
C -1.731279 -1.158614 -0.957196 -0.209 -0.057 0.035 -0.133
C -0.435417 -1.161717 -1.714499 0.134 -0.014 -0.149 -0.129
H 1.033662 2.046172 -0.188968 0.097 -0.086 0.099 0.063
H 2.403470 1.006071 0.221135 -0.094 0.060 0.068 0.076
H 2.001136 2.395600 1.244635 -0.058 -0.114 -0.084 0.068
H 1.198620 0.383081 2.391645 -0.099 0.053 -0.107 0.102
H -0.199843 1.291866 1.836002 0.107 -0.083 -0.052 0.108
H -0.483795 -1.118908 1.457258 0.086 0.080 -0.102 0.110
H 1.015197 -1.200991 0.545706 -0.083 0.101 0.018 0.112
H -0.744509 0.794150 -0.747391 0.013 -0.159 0.035 0.126
H -1.957114 -2.013840 -0.325619 0.058 0.103 -0.095 0.099
H -2.600463 -0.711728 -1.432266 0.152 -0.065 0.084 0.095
H -0.415047 -0.723430 -2.708183 -0.018 -0.063 0.158 0.095
H 0.223350 -2.017088 -1.585969 -0.110 0.122 -0.025 0.099
```
Positions in Å, forces in eV/Å.

# 3
Below is the molecule C3H3NO2 in a non-equilibrium geometry, with properties calculated with ωB97M-V/def2-TZVPD.

Output
**LUMO energy**: -1.4 eV
**Spin multiplicity**: 1
**SMILES**: N#CC(=O)CO
**Orbital gap**: 9.201 eV
**ΔE to the lowest compared entry with this formula, charge and spin**: 104.9 kcal/mol

```
9
Properties=species:S:1:pos:R:3:forces:R:3:lowdin_charge:R:1
N 2.052122 -1.155051 -0.023820 -10.924 5.092 -0.416 0.188
C 0.893316 -0.530192 -0.073226 13.935 -9.408 -0.003 -0.090
C 0.122258 0.581052 -0.158935 -0.391 5.030 1.858 -0.374
O 0.831698 1.580740 0.154498 -3.027 -1.566 -1.449 0.091
C -1.425662 0.369219 -0.115348 1.942 3.546 0.955 -0.248
O -1.711329 -0.930732 0.045323 0.091 -4.011 2.911 -0.076
H -1.600035 1.093033 0.784090 -0.670 -1.171 -1.486 0.165
H -1.883194 0.707061 -1.062897 0.028 0.097 0.677 0.143
H -1.384050 -1.435274 0.932027 -0.984 2.390 -3.046 0.201
```
Positions in Å, forces in eV/Å.

# 4
Below is a structure of composition C22H30BrN5O2Pt, with properties calculated with ωB97M-V/def2-TZVPD.

Output
**Charge**: +2
**LUMO energy**: -6.3 eV
**Spin multiplicity**: 1
**Orbital gap**: 7.102 eV
**ΔE to the lowest compared entry with this formula, charge and spin**: 4.8 kcal/mol

```
61
Properties=species:S:1:pos:R:3:forces:R:3:lowdin_charge:R:1
Pt 0.177335 0.390999 -0.632704 0.002 0.030 -0.012 0.928
O 3.075269 3.508150 1.426097 0.008 -0.009 0.007 0.078
C 2.497477 3.192365 2.618787 0.006 -0.010 -0.004 -0.265
C 3.185535 3.525793 3.777399 0.002 -0.004 0.003 0.012
C 2.645219 3.210599 5.011478 0.001 0.002 -0.001 -0.051
C 1.424530 2.551090 5.103854 0.001 -0.005 0.001 -0.074
C 0.735062 2.228443 3.947688 0.002 -0.003 -0.001 -0.045
C 1.251636 2.561889 2.695885 -0.001 -0.008 0.003 -0.132
C 0.544646 2.274259 1.402412 -0.019 0.018 0.000 -0.376
O 1.329977 1.359203 0.642386 0.006 -0.024 0.038 -0.386
N -0.781143 1.673072 1.636925 0.007 -0.017 0.021 0.033
N -1.287014 1.162924 0.453349 0.011 0.014 -0.004 -0.203
C -2.537237 1.088442 0.185306 -0.004 -0.009 0.005 -0.132
C -3.019043 0.395295 -0.982853 0.005 0.003 -0.009 -0.527
Br -1.657283 -0.623832 -1.926121 0.010 0.006 -0.004 0.876
C -4.273436 0.322430 -1.446562 -0.002 -0.002 0.007 -0.049
C -5.413662 1.085417 -0.952713 -0.001 0.003 -0.006 -0.225
C -6.669155 0.469442 -0.952937 -0.001 -0.001 0.003 -0.016
C -7.773835 1.146834 -0.470337 0.000 0.000 0.000 -0.044
C -7.643837 2.454589 -0.019879 0.000 0.000 -0.001 -0.040
C -6.409849 3.091187 -0.060597 0.001 -0.001 0.003 -0.050
C -5.296712 2.412108 -0.523431 -0.001 0.000 0.000 -0.043
H 2.689270 2.970429 0.724302 -0.012 0.019 -0.005 0.080
H 4.139954 4.026857 3.688905 -0.001 0.003 -0.001 0.131
H 3.184294 3.476530 5.910788 0.000 0.001 0.000 0.118
H 1.009565 2.302359 6.070504 -0.002 0.002 0.000 0.111
H -0.217217 1.718561 4.021550 -0.004 0.008 0.001 0.105
H 0.426298 3.195373 0.813178 0.007 -0.003 -0.006 0.160
H -1.429460 2.317536 2.082569 -0.005 0.002 -0.010 0.154
H -3.274499 1.507812 0.863940 0.000 0.001 0.001 0.151
H -4.475943 -0.374014 -2.254922 0.001 0.000 -0.001 0.127
H -6.772365 -0.544654 -1.318940 0.000 0.000 0.000 0.124
H -8.740177 0.662124 -0.458640 0.000 0.000 0.000 0.119
H -8.512853 2.988819 0.339570 0.000 0.000 0.000 0.120
H -6.322758 4.124299 0.246816 0.000 0.000 -0.001 0.117
H -4.353100 2.935465 -0.620956 0.002 -0.001 0.001 0.116
N 0.535264 -2.670739 0.938735 -0.263 -0.248 -0.304 0.045
C 1.736956 -3.285872 0.305451 -0.189 0.134 0.142 -0.316
C 2.030995 -2.698226 -1.078089 0.062 -0.063 0.019 -0.088
C 2.776989 -1.352456 -1.160133 -0.012 -0.028 -0.001 -0.288
N 1.889185 -0.226449 -1.634090 -0.030 0.002 0.013 -0.093
C 3.590562 -0.953316 0.088525 -0.034 0.069 -0.023 -0.076
C 3.222551 -1.587151 1.430092 0.101 -0.261 -0.224 -0.262
N 2.031114 -0.928332 2.058490 0.245 0.207 0.214 0.177
C 2.921666 -3.078017 1.254983 -0.122 -0.002 -0.027 -0.084
H -0.171625 -2.424007 0.254723 -0.036 -0.160 -0.017 0.063
H 1.169439 -1.506662 1.670585 0.226 0.320 0.274 0.081
H 0.115445 -3.315554 1.601703 -0.033 -0.024 -0.046 0.125
H 1.544811 -4.350955 0.171633 0.162 -0.026 -0.045 0.150
H 1.110742 -2.656220 -1.669012 0.004 0.025 -0.004 0.111
H 2.658154 -3.436095 -1.580817 -0.007 0.001 -0.011 0.135
H 3.502891 -1.456398 -1.967257 0.004 0.020 0.001 0.148
H 1.669640 -0.404616 -2.612253 0.003 -0.031 0.005 0.108
H 2.470094 0.612462 -1.650485 -0.010 0.006 -0.033 0.107
H 3.613316 0.134788 0.188661 0.023 0.000 -0.016 0.120
H 4.621957 -1.252171 -0.102355 0.004 -0.006 0.029 0.140
H 4.078707 -1.459605 2.090374 -0.065 0.071 0.068 0.158
H 1.939172 0.063865 1.781710 -0.049 -0.009 -0.070 0.094
H 2.076575 -0.975204 3.074501 -0.032 -0.041 0.002 0.166
H 2.714956 -3.545099 2.220910 0.002 0.005 0.003 0.134
H 3.803570 -3.576458 0.849806 0.027 0.023 0.027 0.142
```
Positions in Å, forces in eV/Å.

# 5
Below is a cluster of 4 separate species, C25H52N4O4 in total in a non-equilibrium geometry, with properties calculated with ωB97M-V/def2-TZVPD.

Output
**LUMO energy**: -1.2 eV
**Spin multiplicity**: 1
**SMILES**: CC(=O)N(C)C1=CC(=O)OC1=O.CCN(CC)CC.CCN(CC)CC.CCN(CC)CC
**Orbital gap**: 6.685 eV

```
85
Properties=species:S:1:pos:R:3:forces:R:3:lowdin_charge:R:1
C -5.064060 0.312247 2.395840 -0.107 -1.718 0.353 0.012
C -4.494051 -0.753733 3.508560 4.615 1.233 1.867 -0.318
O -3.327560 -0.636105 4.032847 -5.978 -0.508 -2.682 0.035
N -5.330425 -1.928549 3.954692 -0.618 0.726 -2.453 -0.080
C -6.600134 -1.401382 4.544263 -0.375 0.926 1.399 -0.083
C -5.553691 -2.733357 2.736574 -0.983 0.060 -1.305 -0.106
C -6.487098 -2.629340 1.666454 2.935 -1.261 2.389 0.130
C -6.039836 -3.839651 0.722951 -1.792 1.873 -2.398 -0.325
O -6.186211 -3.868389 -0.522815 0.881 -0.782 5.621 0.100
O -5.423254 -4.779254 1.604478 1.852 0.990 -1.592 0.057
C -4.573581 -3.966432 2.464564 1.447 0.906 1.113 -0.250
O -3.404866 -4.169367 2.828856 -5.411 0.313 -1.719 0.146
H -4.797895 1.385040 2.670433 -0.234 -1.660 -0.380 0.097
H -6.197773 0.154378 2.291988 1.730 0.524 0.224 0.063
H -4.610663 -0.033014 1.390990 -0.521 0.825 1.605 0.086
H -7.111180 -2.187572 5.221637 0.824 1.113 -1.503 0.114
H -6.288779 -0.553030 5.270664 -0.485 -1.370 -1.178 0.117
H -7.319800 -0.922467 3.795260 0.804 -0.895 0.969 0.081
H -7.289055 -1.833164 1.556445 1.258 -1.419 -0.239 0.132
C 1.060039 -0.576978 -2.537719 -0.037 -0.049 -0.093 -0.087
C 0.204645 -0.612533 -1.278432 -0.064 -0.114 -0.104 -0.265
N -1.233465 -0.629838 -1.533669 -0.306 0.275 0.068 -0.186
C -2.031995 -0.410609 -0.329393 0.140 0.182 0.009 -0.246
C -1.964248 -1.470075 0.769864 -0.244 -0.050 0.195 -0.076
C -1.720990 -1.683356 -2.417768 0.228 0.019 -0.303 -0.247
C -1.456583 -3.131835 -2.006301 -0.151 -0.261 -0.017 -0.084
H 0.812202 0.287314 -3.159302 -0.063 -0.099 0.035 0.068
H 2.116018 -0.501393 -2.263575 -0.079 -0.003 0.020 0.070
H 0.947067 -1.483210 -3.137890 0.001 0.066 0.009 0.068
H 0.447122 0.284802 -0.700106 -0.242 -0.048 0.089 0.112
H 0.513408 -1.471611 -0.668618 0.136 -0.038 0.073 0.100
H -3.081632 -0.266000 -0.613063 0.091 -0.083 -0.205 0.105
H -1.728162 0.548589 0.107987 0.147 -0.044 -0.120 0.100
H -2.541466 -2.358904 0.510637 0.133 -0.051 -0.014 0.052
H -2.397609 -1.071922 1.692671 0.136 -0.003 -0.029 0.042
H -0.939950 -1.771542 0.997960 -0.066 -0.006 -0.017 0.076
H -1.283531 -1.528300 -3.410570 0.075 0.080 0.146 0.101
H -2.796606 -1.554110 -2.579907 0.068 0.153 0.219 0.114
H -0.445239 -3.282729 -1.622295 -0.044 0.051 -0.007 0.069
H -1.576149 -3.788213 -2.873437 0.009 0.048 0.052 0.073
H -2.169159 -3.471319 -1.253049 0.147 -0.027 0.018 0.053
C 2.708080 3.082261 4.936517 0.054 -0.073 0.052 -0.094
C 1.403877 2.846572 4.186313 0.046 -0.186 0.087 -0.273
N 1.339290 1.565083 3.489104 -0.011 -0.071 -0.380 -0.190
C 0.200114 1.463629 2.578344 0.051 0.261 -0.182 -0.248
C -1.200236 1.481727 3.189956 -0.081 -0.166 -0.001 -0.092
C 1.595177 0.376461 4.295578 0.332 0.082 0.199 -0.247
C 0.684374 0.127305 5.497957 -0.149 -0.263 0.123 -0.082
H 3.567941 3.013977 4.264963 -0.077 -0.070 0.037 0.079
H 2.704113 4.083475 5.375921 -0.033 -0.070 -0.046 0.072
H 2.846437 2.371666 5.754981 0.015 0.033 -0.063 0.064
H 1.306994 3.650945 3.450179 -0.146 -0.190 -0.115 0.116
H 0.568736 2.962457 4.889416 -0.050 0.123 0.090 0.096
H 0.304447 0.558616 1.968222 0.126 -0.030 0.179 0.098
H 0.265875 2.291060 1.860803 0.160 0.044 0.129 0.110
H -1.446996 0.530687 3.657354 0.021 0.208 0.010 0.028
H -1.944620 1.649210 2.404245 0.044 -0.016 0.009 0.061
H -1.324466 2.278483 3.926827 0.043 -0.021 -0.024 0.072
H 2.628679 0.422814 4.657504 -0.077 0.151 -0.061 0.100
H 1.579969 -0.510191 3.652595 -0.126 0.210 -0.145 0.115
H 0.480625 1.036792 6.067644 0.025 -0.012 -0.060 0.068
H 1.161431 -0.583184 6.179826 -0.015 0.050 -0.041 0.072
H -0.266441 -0.314763 5.196089 -0.004 0.126 0.087 0.056
C 2.509001 2.048662 -5.154403 0.004 0.030 0.107 -0.092
C 3.732190 1.581195 -5.931476 0.038 0.002 0.189 -0.269
N 4.992612 2.145384 -5.456285 0.264 0.218 -0.179 -0.194
C 6.113364 1.888826 -6.359796 -0.111 0.157 -0.143 -0.252
C 6.550959 0.437349 -6.553348 0.243 -0.158 -0.068 -0.093
C 5.285787 1.967868 -4.038164 -0.328 0.134 0.163 -0.248
C 5.358764 0.537270 -3.503747 0.163 -0.153 0.217 -0.088
H 2.423503 3.138390 -5.169813 0.074 -0.072 0.037 0.081
H 1.604234 1.634928 -5.608075 0.087 0.007 0.014 0.075
H 2.529913 1.714225 -4.114516 0.003 0.054 -0.061 0.048
H 3.584701 1.881397 -6.973731 0.268 -0.013 0.013 0.117
H 3.755776 0.483647 -5.921566 -0.104 -0.113 -0.052 0.097
H 6.980215 2.475994 -6.035673 -0.155 -0.018 0.156 0.111
H 5.854055 2.296753 -7.344208 -0.166 -0.012 0.114 0.108
H 7.116124 0.068579 -5.696724 -0.096 -0.051 -0.029 0.054
H 7.213039 0.365775 -7.421965 -0.057 0.023 0.049 0.071
H 5.708840 -0.234113 -6.733141 0.025 0.053 0.037 0.066
H 4.526169 2.506508 -3.460320 -0.031 -0.048 -0.169 0.101
H 6.220050 2.483893 -3.792036 -0.015 -0.023 -0.279 0.114
H 4.561086 -0.099210 -3.893480 0.026 0.055 -0.018 0.064
H 5.263767 0.546482 -2.413669 -0.006 0.007 -0.064 0.072
H 6.318642 0.072029 -3.732909 -0.131 -0.072 -0.035 0.054
```
Positions in Å, forces in eV/Å.

Values of HOMO, in order: -8.65 -10.07 -10.60 -13.37 -7.93, all in eV.